(1)
Here is 3 unconnected molecules or ions with the total composition C4H12NO2 at a distorted geometry from OMol25. Energies are from ωB97M-V/def2-TZVPD.

Geometry as XYZ:
```
19
Properties=species:S:1:pos:R:3:forces:R:3
C 1.4848 0.9734 1.0602 -0.8690 1.4341 -2.2712
C 0.5429 -0.0091 0.2953 0.1035 -1.6980 -0.6172
C 0.2944 -1.3317 0.5496 1.0254 2.1521 -1.3379
C 0.4272 1.4770 -1.7551 2.1191 0.9144 -0.4519
N 0.1070 0.3835 -1.1352 1.5392 2.2860 2.3270
H 2.3094 1.3372 0.3134 -1.2311 -0.9531 1.4983
H 1.8980 0.6747 2.0202 -0.0224 -0.7739 -0.3981
H 0.9184 1.8949 1.3000 0.1708 -0.3025 -0.1796
H 0.0941 -2.0781 -0.2056 -1.0038 0.4406 -0.4273
H 0.5842 -1.8312 1.4276 0.4295 0.0981 1.3790
H 0.4104 1.4403 -2.8741 -1.0843 0.2674 1.0546
H 1.0169 2.4590 -1.3643 -1.4630 -2.9420 -0.2489
H -0.5825 -0.1874 -1.6147 0.0057 -0.9781 -0.4363
H -2.2716 -0.0491 4.0332 0.3456 -0.5453 -0.0364
H -1.0329 -0.7686 4.5373 1.0547 0.0739 1.2057
O -1.6975 -0.8221 3.8830 -1.3550 0.4800 -1.1938
H -2.2968 -1.4012 -3.5476 1.6206 0.7629 0.4343
H -0.7286 -1.2488 -3.6800 1.1396 -1.0177 -1.2271
O -1.4779 -0.9128 -3.2434 -2.5251 0.3009 0.9269
```
Forces are in eV/Å.

The electronic energy comes out at -364.5093 hartree. The value obtained for the highest occupied orbital energy is -14.018 eV. As for the energy relative to the best compared isomer or geometry (same formula, charge and spin): 79.0 kcal/mol. For the LUMO energy, the calculation gives -5.02 eV. The calculation puts the HOMO-LUMO gap at 9.00 eV. The charge is +1.



(2)
Here is 2 unconnected molecules or ions with the total composition C4H12NO2 at a distorted geometry from OMol25. Energies are from ωB97M-V/def2-TZVPD.

Geometry as XYZ:
```
19
Properties=species:S:1:pos:R:3:forces:R:3
C -0.8468 0.4039 -0.8459 0.5972 0.8019 -0.6435
C -0.2096 -0.2510 0.3636 -2.0497 -0.0358 -0.2312
C 0.5888 -1.4784 -0.0076 0.5111 -0.9728 0.2698
C 2.0378 -1.1076 -0.2916 -0.7084 0.7261 0.2862
O 2.3031 0.0450 -0.5215 0.4554 -0.6168 0.0757
N -1.4750 -0.7083 1.2078 0.0432 -0.3000 -0.1224
H -1.3867 -0.2914 -1.4828 -0.1147 -0.3679 0.1560
H -0.0588 0.8389 -1.4583 0.1240 -0.1650 0.0221
H -1.4826 1.2693 -0.6447 -0.0078 -0.2128 0.4176
H 0.3008 0.4384 1.0263 0.2526 0.1051 -0.2415
H 0.2574 -2.0064 -0.9130 -0.3388 0.4641 -0.0985
H 0.5227 -2.2881 0.7335 0.3101 0.3272 0.2427
H 2.7555 -1.9367 -0.2568 0.2869 0.0918 -0.2081
H -1.6963 -1.6712 0.9439 -0.0158 0.0027 0.2896
H -2.3034 -0.1645 0.9581 0.1947 0.2138 -0.1638
H -1.4014 -0.6358 2.2267 0.3647 -0.2162 -0.1558
H 0.0888 3.6563 -0.5188 0.0180 0.4821 -0.0644
H 1.4639 3.0467 -0.1985 0.4695 0.2544 -0.0104
O 0.5419 2.8406 -0.3204 -0.3924 -0.5819 0.1799
```
Forces are in eV/Å.

The electronic energy comes out at -364.5788 hartree. The value obtained for the highest occupied orbital energy is -13.842 eV. As for the energy relative to the best compared isomer or geometry (same formula, charge and spin): 35.4 kcal/mol. For the LUMO energy, the calculation gives -3.50 eV. The calculation puts the HOMO-LUMO gap at 10.34 eV. The charge is +1.



(3)
Here is 2 unconnected molecules or ions with the total composition C4H12NO2 at a distorted geometry from OMol25. Energies are from ωB97M-V/def2-TZVPD.

Geometry as XYZ:
```
19
Properties=species:S:1:pos:R:3:forces:R:3
C 0.7399 -0.4172 1.1592 0.3940 -0.6833 0.1229
O 0.5060 0.5491 2.1339 -0.0518 0.2633 0.0474
C 0.5205 0.1103 -0.2696 2.7498 0.0679 2.1171
C -0.9754 0.4267 -0.7335 -2.0170 0.1884 -0.4669
C -1.7003 1.2899 0.3336 -0.3047 0.3770 0.0680
O -1.7169 2.5788 -0.1905 0.6645 0.2721 -0.5387
N 0.8536 -0.8309 -1.1238 -0.9927 -0.9170 -1.0881
H 1.7899 -0.7399 1.1834 -0.0803 0.1467 -0.1202
H 0.1799 -1.3471 1.3180 -0.3475 0.1914 -0.1209
H 1.0985 0.3928 2.8775 -0.0672 0.1052 0.0155
H 1.1277 1.0143 -0.4537 -0.6511 0.7752 -0.1953
H -1.0226 0.9899 -1.6657 0.3679 -0.1786 -0.0116
H -1.5450 -0.4850 -0.8222 0.2549 -0.4736 -0.1348
H -2.7076 0.8760 0.3703 -0.2290 -0.2674 -0.1965
H -1.3038 1.2173 1.3362 0.2851 0.0469 0.1117
H -2.3047 3.2104 0.2327 -0.0814 -0.2357 0.4126
H 0.9421 -0.5203 -2.0998 0.1100 0.3120 -0.0240
H 3.1276 -4.1115 -1.8336 -0.1918 -0.0138 0.0211
H 2.3906 -4.2037 -1.7522 0.1883 0.0232 -0.0193
```
Forces are in eV/Å.

The electronic energy comes out at -364.3679 hartree. The value obtained for the highest occupied orbital energy is -14.672 eV. As for the energy relative to the best compared isomer or geometry (same formula, charge and spin): 167.8 kcal/mol. For the LUMO energy, the calculation gives -8.42 eV. The calculation puts the HOMO-LUMO gap at 6.25 eV. The charge is +1.



(4)
Here is a molecular structure, C4H12NO2S at a distorted geometry from OMol25. Energies are from ωB97M-V/def2-TZVPD.

Geometry as XYZ:
```
20
Properties=species:S:1:pos:R:3:forces:R:3
C -0.3518 1.4582 -0.1071 0.1980 0.9023 0.2177
C -0.6707 0.0800 -0.7390 -0.8133 0.3092 -0.6179
C -2.0150 -0.4900 -0.1938 1.2242 -3.3381 -2.8129
S -3.2905 0.5439 0.3618 0.7082 0.2414 3.5674
N 0.3610 -0.9984 -0.7232 -0.1148 0.7058 -1.5358
C 0.9410 -1.4001 0.5588 -0.3518 1.4450 0.2965
O 1.6995 -0.3923 1.0811 -0.2238 -0.6335 1.7263
H -1.2275 2.1413 -0.2434 0.6038 -0.5361 0.0215
H -0.1037 1.4586 0.9692 -0.2968 -0.4856 -0.3634
H 0.5306 1.9650 -0.5468 -0.4115 -0.6483 -0.1342
H -0.8599 0.2888 -1.8533 0.3827 -0.2572 1.3843
H -2.3450 -1.3958 -0.9360 0.3476 2.3535 1.4080
H -1.8093 -1.0362 0.6877 0.5224 -0.8069 0.3270
H -2.1889 0.2354 2.1902 -2.2763 1.2168 -2.4689
H 1.1073 -0.4760 -1.1767 0.4336 -0.6342 -0.3944
H 0.0188 -1.6031 1.1066 -0.1909 -0.2448 1.1284
H 1.4795 -2.3729 0.5386 -0.1429 0.2149 -0.7177
H 2.3331 0.2770 0.2371 -0.3624 -0.5457 -0.5926
H 3.6677 1.0287 -0.4757 -2.6816 -0.9669 -0.9564
O 2.7236 0.6880 -0.7361 3.4456 1.7085 0.5170
```
Forces are in eV/Å.

The electronic energy comes out at -762.8867 hartree. The value obtained for the highest occupied orbital energy is -3.791 eV. As for the energy relative to the best compared isomer or geometry (same formula, charge and spin): 112.0 kcal/mol. For the LUMO energy, the calculation gives 1.39 eV. The calculation puts the HOMO-LUMO gap at 5.18 eV. The charge is -1.



(5)
Here is 2 unconnected molecules or ions with the total composition C4H12NO3 at a distorted geometry from OMol25. Energies are from ωB97M-V/def2-TZVPD.

Geometry as XYZ:
```
20
Properties=species:S:1:pos:R:3:forces:R:3
C -2.1179 0.3702 -0.4631 -0.2895 0.4153 0.0630
C -0.6367 0.3007 -0.7717 0.0424 2.3363 -0.1820
C 0.2472 -0.0411 0.4113 0.6004 -0.7060 -0.2058
C 1.7254 -0.2630 0.1513 0.3331 -0.1747 -0.0172
O 2.2272 0.5280 -0.8084 -0.0271 0.1842 -0.2094
O 2.4111 -1.0285 0.7822 -0.2671 0.0244 -0.0505
N -0.1821 1.6554 -1.4010 -0.5978 -0.7994 0.4970
H -2.6388 1.2202 -0.8869 0.4055 0.6325 0.2363
H -2.6723 -0.3779 -0.9686 -0.2392 -1.4982 -0.2659
H -2.3350 0.3258 0.5918 -0.0335 0.0078 0.3606
H -0.4332 -0.3384 -1.5869 0.0325 -1.1778 -0.6661
H 0.2560 0.7112 1.2059 -0.5339 -0.1463 0.0318
H -0.0835 -1.0179 0.7740 -0.2241 0.3010 0.4313
H 3.1836 0.3813 -0.9052 -0.1504 -0.1180 0.1605
H 0.4133 1.4122 -2.2514 0.5665 0.4953 0.2761
H -0.9576 2.1932 -1.8108 -0.2043 -0.1471 0.1246
H 0.1937 2.2401 -0.6094 0.4986 0.2803 -0.5209
H 0.3026 -3.1203 3.5172 -0.1533 -0.0279 0.1424
H 0.9596 -2.6077 2.2626 -0.0237 0.2255 -0.0577
O 0.1374 -2.5434 2.7671 0.2651 -0.1071 -0.1481
```
Forces are in eV/Å.

Its expectation value of S² is 0.751. The electronic energy comes out at -439.9715 hartree. The value obtained for the highest occupied orbital energy (alpha / beta) is -3.528 / -11.052 eV. As for the energy relative to the best compared isomer or geometry (same formula, charge and spin): 12.4 kcal/mol. For the LUMO energy (alpha / beta), the calculation gives 0.71 / 0.50 eV. Its spin multiplicity is 2. The calculation puts the HOMO-LUMO gap (alpha / beta) at 4.24 / 11.55 eV. The charge is 0.



(6)
Here is 2 unconnected molecules or ions with the total composition C4H12NO3 at a distorted geometry from OMol25. Energies are from ωB97M-V/def2-TZVPD.

Geometry as XYZ:
```
20
Properties=species:S:1:pos:R:3:forces:R:3
O -0.7488 -2.0896 1.2589 -0.7410 -1.4273 0.1425
C 0.3171 -1.6222 0.9969 -0.9589 1.4638 -0.1658
C 0.3170 -0.0600 0.8969 0.2104 0.1870 1.0494
C 1.4609 0.3433 -0.0341 0.6246 0.4059 -0.0431
C 1.8436 1.8322 -0.0892 0.7392 0.7530 -0.0566
O 0.8615 0.0784 -1.3054 2.1355 -2.3775 -1.9067
N -1.0617 0.2207 0.3399 -0.3987 -2.3613 -0.9632
H 1.1487 -2.2536 0.7116 0.7700 0.0026 0.2796
H 0.3836 0.3800 1.9572 -0.0198 -0.6467 -1.5558
H 2.3221 -0.3570 0.2496 -0.9585 0.9859 -0.7090
H 1.3118 2.2064 -0.9482 -0.4813 0.2422 -0.2444
H 1.4298 2.3823 0.7643 0.6316 -0.0139 0.0423
H 2.9085 2.1661 -0.3657 -1.3145 -1.0787 1.0529
H 1.5319 -0.3814 -1.9131 -1.4917 1.0955 1.1894
H -1.0990 0.0290 -0.7710 0.4715 1.4435 3.0030
H -1.4821 1.1257 0.6840 0.3059 -1.5154 -0.8087
H -1.6349 -0.7960 0.5811 1.3830 3.3185 0.2412
H -3.2280 -1.1062 -1.8618 1.0504 1.2011 3.5351
H -3.6522 -1.3226 -0.2727 2.6207 2.0823 -2.3485
O -2.9297 -0.7755 -0.8791 -4.5784 -3.7603 -1.7334
```
Forces are in eV/Å.

The electronic energy comes out at -439.7555 hartree. The value obtained for the highest occupied orbital energy is -14.796 eV. As for the energy relative to the best compared isomer or geometry (same formula, charge and spin): 74.7 kcal/mol. For the LUMO energy, the calculation gives -3.71 eV. The calculation puts the HOMO-LUMO gap at 11.08 eV. The charge is +1.



(7)
Here is 2 unconnected molecules or ions with the total composition C4H12NO3 at a distorted geometry from OMol25. Energies are from ωB97M-V/def2-TZVPD.

Geometry as XYZ:
```
20
Properties=species:S:1:pos:R:3:forces:R:3
O 0.3988 -1.3840 -2.7614 -0.2128 0.9094 -0.1512
C 0.4773 -0.9772 -1.6464 0.2473 -2.0361 1.4839
O 1.4524 -1.3105 -0.7723 0.1236 0.4417 0.3776
C -0.6281 -0.3290 -0.7828 0.6369 2.1762 -2.3242
C -0.2304 1.0458 -0.2524 1.0028 1.0068 -0.5551
C -1.3509 1.9512 0.2202 -0.9790 0.7668 1.6655
N -1.0909 -1.2523 0.2891 0.2495 -0.3800 -0.7215
H 2.1749 -1.8424 -1.1277 -0.0113 -0.0381 -0.5227
H -1.3319 -0.0197 -1.5724 -0.9375 -1.1003 0.8185
H 0.1405 1.5944 -1.1224 0.1964 -0.3623 -0.2949
H 0.6665 1.0498 0.3716 -0.3921 -0.4274 0.4687
H -1.0556 2.7424 0.9238 0.6861 -0.4633 -0.0289
H -2.1664 1.4927 0.7916 0.0404 -0.4404 -0.1603
H -1.8412 2.5792 -0.5119 -0.0307 -0.4827 -0.8473
H -1.3439 -0.6763 1.0928 -0.3907 -0.3655 0.1900
H -0.3399 -1.9032 0.5478 0.3795 0.4751 0.2391
H -1.8250 -1.8723 -0.0528 -0.5480 0.3066 0.2917
H 3.1285 -0.8949 2.2234 -0.7389 0.1985 -0.0501
H 2.4987 0.4611 2.0661 0.1790 1.0035 0.0631
O 2.2665 -0.4550 2.0762 0.4995 -1.1885 0.0582
```
Forces are in eV/Å.

The electronic energy comes out at -439.8257 hartree. The value obtained for the highest occupied orbital energy is -14.899 eV. As for the energy relative to the best compared isomer or geometry (same formula, charge and spin): 30.6 kcal/mol. For the LUMO energy, the calculation gives -3.53 eV. The calculation puts the HOMO-LUMO gap at 11.37 eV. The charge is +1.